A molecular structure, C37H50INO3P2PdSe2, computed with ωB97M-V/def2-TZVPD.

XYZ file:
```
97
Properties=species:S:1:pos:R:3
Pd 0.46658 1.18315 0.94860
O 5.44725 3.58704 -1.12653
C 4.11733 4.04057 -0.83868
C 3.09281 2.91032 -0.99787
C 3.10975 2.41489 -2.44762
O 2.52023 3.33746 -3.36555
C 3.48483 1.76983 -0.04327
Se 2.41831 0.09692 -0.08220
C 1.74944 3.55753 -0.63612
Se 0.11940 2.52537 -1.08122
H 6.02629 4.35236 -1.11096
H 3.84757 4.85483 -1.52193
H 4.06899 4.41766 0.19138
H 2.58825 1.45730 -2.48147
H 4.14326 2.26603 -2.76462
H 1.56942 3.28936 -3.18341
H 3.44347 2.15033 0.98152
H 4.51442 1.47690 -0.25142
H 1.65875 4.51756 -1.14995
H 1.72037 3.74635 0.43780
O -2.28724 -0.32722 0.51559
P -2.86993 0.51103 1.59847
C -1.72766 1.18667 2.86486
C -0.93684 2.29146 2.09980
C -0.26589 3.21238 3.00392
C -0.56096 3.29459 4.32148
C -1.77345 2.66142 4.80230
C -2.43177 1.75789 4.06278
C -4.18627 -0.47368 2.41910
C -5.46758 -0.50960 1.87021
C -6.43087 -1.36983 2.37677
C -6.12270 -2.21618 3.43312
C -4.84715 -2.19773 3.97800
C -3.88564 -1.33300 3.47378
C -3.79470 1.91152 0.89490
C -4.58302 2.76363 1.66616
C -5.33334 3.75553 1.05492
C -5.29311 3.90551 -0.32704
C -4.48900 3.07639 -1.09361
C -3.74203 2.07614 -0.48333
H -1.51875 2.84251 1.35556
H 0.43164 3.92776 2.57546
H -0.02019 3.97171 4.97242
H -2.19684 3.00843 5.74053
H -3.39731 1.37028 4.37729
H -5.71062 0.13901 1.03743
H -7.42428 -1.38310 1.94387
H -6.87339 -2.89150 3.82637
H -4.59732 -2.86033 4.79789
H -2.89250 -1.33438 3.89894
H -4.59901 2.64992 2.74251
H -5.94824 4.41480 1.65603
H -5.88205 4.68140 -0.80258
H -4.43427 3.20867 -2.16695
H -3.09669 1.42337 -1.05869
C 2.47849 -4.10274 -0.90180
C 1.06147 -4.35746 -0.36577
C 0.31436 -5.30988 -1.30317
P 0.29107 -2.71682 0.13890
C -1.03540 -3.25816 1.34663
C -1.94252 -4.46163 1.07936
C -0.34211 -3.46667 2.70318
C -0.62225 -2.02889 -1.33854
C -1.96117 -2.63668 -1.74731
C 0.32335 -1.91867 -2.53832
H 3.10154 -4.99871 -0.80531
H 2.95701 -3.28044 -0.36739
H 2.44724 -3.82735 -1.95820
H 1.17151 -4.85364 0.60691
H 0.27156 -4.90311 -2.31443
H -0.70432 -5.50778 -0.97672
H 0.84169 -6.27064 -1.35999
H -1.66054 -2.36284 1.41167
H -1.37112 -5.39370 1.09113
H -2.47806 -4.39495 0.13496
H -2.68853 -4.52782 1.88006
H 0.15483 -4.44229 2.73235
H -1.06757 -3.44130 3.52312
H 0.41105 -2.70082 2.89522
H -0.81104 -1.00915 -0.98658
H -1.87508 -3.69945 -1.98433
H -2.33104 -2.12648 -2.64448
H -2.70746 -2.50286 -0.96380
H 0.47940 -2.88857 -3.01917
H 1.28916 -1.51004 -2.23563
H -0.10406 -1.24008 -3.28190
I 3.50439 -0.47112 5.86327
C 1.70795 -0.24856 4.79726
C 0.45966 -0.47309 5.43831
C -0.68502 -0.34588 4.74361
C -0.70271 -0.00393 3.26997
N 0.63425 0.30671 2.74799
C 1.71697 0.16005 3.47971
H 0.43008 -0.73353 6.49069
H -1.63208 -0.50340 5.24436
H -1.07481 -0.87014 2.70123
H 2.65189 0.38614 2.97596
```

Summary:
* HOMO level: -0.936 eV
* charge: -2
* gap between HOMO and LUMO: 4.93 eV
* LUMO: 3.990 eV

A molecular structure, C37H51BrMgN2P2S, computed with ωB97M-V/def2-TZVPD.

XYZ file:
```
95
Properties=species:S:1:pos:R:3
N 2.26069 -6.43659 -3.97698
C 3.04038 -5.36187 -3.81470
C 2.58016 -4.19360 -3.19207
C 1.28562 -4.18074 -2.60052
C 0.44010 -5.28358 -2.90888
C 0.99587 -6.40781 -3.55283
C 0.87980 -3.11300 -1.66087
Mg 0.08468 -1.21801 -0.63816
P -1.12337 0.18830 3.17362
C -0.24136 -3.31535 -0.78096
C -0.05875 -3.70123 0.64752
C -0.95809 -4.56798 1.30577
C -0.81215 -4.85052 2.66015
C 0.17163 -4.17265 3.39816
C 1.15372 -3.41894 2.72446
C 1.05446 -3.21817 1.35117
Br 0.11424 -4.21936 5.22816
H 1.67486 -2.33873 -1.47241
H -1.22041 -3.56876 -1.24535
H 3.26164 -3.35228 -3.09232
H -0.60144 -5.34392 -2.59801
H 4.06605 -5.44407 -4.19434
H 0.40301 -7.32158 -3.72245
H -1.74270 -5.05683 0.72611
H 1.89096 -2.75344 0.82490
H -1.43066 -5.60126 3.14305
H 1.99864 -3.02685 3.27801
P -2.30695 -0.61094 -1.49653
C 0.28336 -0.23420 4.26423
C -0.07756 -0.34529 5.75375
H 1.01407 0.57902 4.14308
H 0.72586 -1.17327 3.89731
H 0.82064 -0.59932 6.32885
H -0.45027 0.60554 6.15684
H -0.82216 -1.12183 5.96333
C -1.98353 -1.40689 2.94485
C -3.20716 -1.45722 3.88662
H -1.28384 -2.22740 3.17719
H -2.30215 -1.51543 1.89196
H -3.79389 -2.36938 3.72128
H -2.91597 -1.44570 4.94529
H -3.86746 -0.59486 3.72198
C -0.50741 1.15243 1.76762
C -0.68491 2.65743 2.06938
H -1.10376 0.88686 0.86922
H 0.55820 0.91412 1.58964
H -0.83406 3.24240 1.15799
H -1.55388 2.83540 2.71134
H 0.18154 3.07710 2.58993
C -2.61425 1.17510 -1.84455
C -3.59493 1.53021 -2.96176
H -1.62373 1.60960 -2.04958
H -2.96320 1.60975 -0.89637
H -3.15363 1.40792 -3.95764
H -4.51481 0.93694 -2.91854
H -3.88897 2.58339 -2.88334
C -3.74764 -1.07839 -0.44566
C -3.85467 -2.56589 -0.09446
H -4.66849 -0.74154 -0.95865
H -3.65096 -0.46848 0.47092
H -4.23347 -3.15508 -0.93855
H -2.89624 -2.99750 0.22115
H -4.56377 -2.69761 0.73323
C -2.77012 -1.48368 -3.05743
C -1.71801 -1.36433 -4.15277
H -3.73367 -1.07841 -3.39797
H -2.94798 -2.53658 -2.79477
H -2.08371 -1.86292 -5.06039
H -1.52164 -0.31546 -4.41185
H -0.76688 -1.83948 -3.87287
N 0.90413 0.61656 -1.35208
S 2.05277 1.57952 -1.97931
C 1.42969 3.29823 -1.85603
C 1.20621 3.95411 -3.07359
C 0.62468 5.22371 -3.08957
C 0.20928 5.82726 -1.89842
C 0.47586 5.19475 -0.67872
C 1.14557 3.95966 -0.65704
C 3.30995 1.71871 -0.72652
C 3.51957 0.62927 0.11886
C 4.33318 0.78434 1.24760
C 4.98338 2.00121 1.48533
C 4.89561 3.04081 0.55567
C 4.06380 2.89455 -0.55631
H 0.37539 1.22786 -0.71192
H 1.49431 3.43030 -3.98825
H 0.48504 5.72934 -4.04642
H -0.31073 6.78833 -1.92797
H 0.15685 5.66538 0.25388
H 1.44773 3.52338 0.30194
H 2.96623 -0.29334 -0.08525
H 4.43908 -0.05913 1.93523
H 5.56052 2.13531 2.39832
H 5.45071 3.97188 0.70434
H 3.94423 3.72327 -1.25288
```

Summary:
* HOMO level (spin up / spin down): -12.049 / -12.048 eV
* charge: +2
* gap between HOMO and LUMO (spin up / spin down): 4.74 / 4.43 eV
* LUMO (spin up / spin down): -7.312 / -7.621 eV

Asked for largest force on an atom across the records above, the calculation gives 0.522; 3.141 eV/Å in order.